128
Properties=species:S:1:pos:R:3:forces:R:3 method="wB97M-V/def2-TZVPD" smiles="CCOC(C)=O.CCOC(C)=O.CCOC(C)=O.CCOC(C)=O.CCOC(C)=O.CCOC(C)=O.CCOC(C)=O.CC(C)=O.CC(C)=O.CC(C)=O" orbital_gap_ev=9.262 energy_ev=-74362.969 total_charge=0
C 1.212 1.239 -3.153 0.0620 -1.2888 -1.0433
C 2.178 1.201 -4.439 0.9481 -0.1189 3.6817
O 3.380 1.892 -3.903 -0.0989 0.6271 -1.1489
C 4.351 2.208 -4.789 1.4192 -0.8413 0.0040
C 5.527 3.037 -4.212 -2.6366 0.0772 0.2466
O 4.400 1.799 -5.928 -0.7652 0.2483 0.4003
H 0.329 0.657 -3.539 -0.4834 2.0003 0.1408
H 1.220 2.300 -2.672 -0.7967 -2.0085 -1.1994
H 1.303 0.448 -2.352 1.4646 0.9694 -0.5290
H 2.525 0.224 -4.743 -0.2277 -0.5106 0.1908
H 1.785 1.651 -5.319 -0.3366 0.9405 -0.3967
H 6.344 2.903 -4.900 0.0839 0.8467 -0.4125
H 5.855 2.642 -3.269 -0.1237 -0.2023 0.6224
H 5.033 4.039 -4.004 1.4371 -0.7868 -0.4853
C -1.233 -2.540 2.922 2.5590 -2.0840 6.4299
C -0.628 -1.752 4.141 8.6775 -9.5888 -2.9376
O 0.606 -1.101 3.662 0.7239 -0.0747 1.5916
C 1.579 -0.734 4.601 -1.3964 0.4629 -0.5081
C 2.727 -0.077 3.876 -3.0030 -1.8351 -1.5595
O 1.546 -0.870 5.813 -0.4430 -0.1774 -2.0988
H -0.454 -3.241 2.679 -0.0607 -1.2819 0.2702
H -1.225 -2.058 2.080 -1.0341 3.6244 -4.4579
H -2.136 -2.956 3.315 -0.6878 -0.5244 -0.6221
H -1.173 -1.092 4.352 -8.1124 9.7822 3.5042
H -0.331 -2.333 5.101 -0.7991 0.5012 -1.8535
H 2.731 0.072 2.811 -1.0739 0.6614 -0.3163
H 3.395 -0.824 3.900 3.1168 -2.7786 0.5213
H 3.067 0.663 4.439 1.5126 3.4775 2.1632
C -7.146 0.118 1.088 -1.1062 -2.3800 0.7083
C -6.086 -0.942 1.440 2.7624 3.3631 1.6452
O -5.793 -1.798 0.344 -2.2322 2.7672 0.6260
C -5.027 -2.823 0.480 -0.4518 -1.5584 -3.3324
C -5.092 -3.559 -0.826 0.3224 -3.3267 1.4293
O -4.391 -3.167 1.403 1.4958 -0.2996 3.0037
H -7.754 0.579 1.912 2.0087 0.8577 -0.3835
H -8.033 -0.397 0.823 -1.0348 -1.6028 -0.8893
H -6.904 0.498 0.123 0.3636 1.7272 -0.1662
H -5.108 -0.297 1.721 -1.6473 -1.4258 -0.9297
H -6.202 -1.433 2.393 -0.6486 -0.8172 -0.0381
H -4.932 -2.963 -1.644 0.9111 1.6557 -1.9376
H -6.082 -3.953 -1.040 -0.3654 0.0040 0.4755
H -4.422 -4.464 -0.786 -0.4967 1.0937 -0.2348
C 4.061 1.986 1.045 -0.5416 -1.0611 -0.0869
C 4.655 3.084 0.119 -5.6439 -0.0344 -0.0118
O 5.963 3.131 0.047 4.4200 -3.2699 1.5339
C 6.593 3.974 -0.692 2.8302 1.5011 -1.0802
C 8.107 3.910 -0.565 0.6005 0.4063 -1.0432
O 6.066 4.788 -1.369 -1.5240 1.4197 -1.3298
H 4.413 2.130 2.081 0.3363 -0.3842 -0.4315
H 4.356 0.888 0.632 -0.9700 2.5436 1.1369
H 2.891 2.150 1.206 2.4304 -0.5490 -1.0140
H 4.163 2.950 -0.873 0.4470 0.3395 0.4055
H 4.395 4.050 0.525 -1.0623 0.4652 0.0047
H 8.365 4.105 0.437 0.3618 0.6064 1.3257
H 8.837 4.433 -1.261 -1.8794 0.2716 0.6811
H 8.455 2.939 -0.699 0.1760 -2.2513 -0.0993
C -4.147 4.305 0.557 -1.4513 0.6758 -0.6676
C -4.983 3.299 -0.160 -2.6222 -1.4851 -1.0119
O -4.201 2.631 -1.197 1.4261 0.1140 1.2225
C -4.740 1.709 -1.957 -2.0520 -2.0671 -1.5630
C -3.733 1.149 -3.056 4.2792 9.3846 5.7259
O -5.906 1.284 -1.836 2.6667 1.1702 -0.0876
H -3.601 3.817 1.321 0.9580 -0.1847 0.6751
H -4.822 5.062 1.006 0.3703 -0.4235 -0.1254
H -3.547 4.799 -0.187 0.6317 0.2976 0.0247
H -5.527 2.591 0.563 1.1462 0.5281 -1.1537
H -5.790 3.647 -0.837 0.0408 0.7569 1.1146
H -2.809 0.925 -2.451 -0.8324 -0.3074 -0.9928
H -3.444 1.992 -3.799 -0.5187 -1.1930 1.3583
H -4.166 0.482 -3.517 -4.0181 -7.2620 -4.4490
C -0.695 -2.586 -3.327 0.7032 -1.2059 -2.6975
C -2.203 -2.272 -3.392 1.9015 2.7452 -2.5311
O -2.632 -2.591 -4.732 -1.2552 0.2319 -0.8061
C -3.999 -2.501 -4.970 3.1711 -1.5121 -1.2633
C -4.311 -3.136 -6.300 0.2459 5.2011 0.3168
O -4.798 -2.095 -4.212 -1.3355 1.1785 1.8826
H -0.354 -3.616 -3.880 -1.3110 2.4293 1.2193
H -0.336 -2.697 -2.332 0.2116 0.3123 0.8367
H -0.132 -1.747 -3.885 -0.7865 -1.2845 1.0261
H -2.908 -2.750 -2.844 -1.2971 -1.7238 2.6998
H -2.381 -1.160 -3.272 0.4106 -1.2276 0.2305
H -3.680 -3.923 -6.370 1.8652 -2.3431 -1.1794
H -4.246 -2.250 -7.034 0.2776 -1.8320 0.5713
H -5.300 -3.354 -6.177 -2.6727 -1.0720 -0.2780
C 3.051 -2.554 1.208 -0.0011 -1.7332 1.0221
C 4.428 -3.032 1.475 3.5188 4.1163 -2.0919
O 4.888 -2.450 2.704 1.1577 -0.7716 0.6296
C 6.057 -2.905 3.212 2.8270 -4.4736 -1.0269
C 6.255 -2.364 4.596 3.1729 7.0919 -5.0313
O 6.818 -3.890 2.765 -4.3201 5.2869 1.4314
H 3.153 -1.523 1.089 -0.6936 1.7620 -0.1531
H 2.323 -2.885 1.972 0.4166 0.5314 -0.0753
H 2.748 -3.033 0.316 -0.4872 -0.1684 -1.2766
H 4.616 -4.042 1.480 0.3088 -2.3682 -0.0456
H 5.276 -2.461 0.660 -2.6882 -2.0988 1.7420
H 7.219 -2.411 4.983 2.1834 -0.3437 -0.1643
H 5.801 -2.943 5.157 -5.1385 -5.2436 5.5170
H 5.990 -1.267 4.770 -0.3067 -1.5812 -0.5271
C 0.209 -6.074 0.399 0.4867 0.2379 -3.2886
C -0.816 -5.341 -0.526 -1.3932 -1.3052 -3.5310
C -1.484 -4.062 0.067 1.2386 0.9443 -1.5750
O -1.083 -5.810 -1.700 1.1526 2.1593 5.1026
H 1.145 -5.425 0.273 -0.9702 -1.2203 0.4842
H 0.325 -7.120 -0.015 0.3041 1.3394 0.2449
H -0.085 -6.188 1.401 -0.4266 0.4304 1.3818
H -0.835 -3.098 0.107 -0.8115 -1.9065 -0.1089
H -1.849 -4.303 1.003 0.2647 -0.6010 2.6720
H -2.468 -3.754 -0.266 0.2153 -0.0887 -1.5905
C 0.288 1.036 0.581 0.9721 1.8240 1.3489
C -0.962 0.299 0.306 -0.0444 -4.1817 -8.4578
C -2.180 0.680 1.056 1.4743 -7.9170 -1.3710
O -0.951 -0.586 -0.784 -0.2487 4.6852 6.5991
H 0.360 1.134 1.704 0.1869 -0.0654 -0.9953
H 0.284 2.157 0.238 -0.4239 -2.0814 0.3726
H 1.211 0.568 0.199 -0.6960 0.0174 -0.0135
H -2.993 -0.030 1.101 -0.1409 -0.2740 -0.8027
H -2.458 1.562 0.911 -2.2638 7.6585 -1.4583
H -1.754 0.611 1.948 1.2375 0.2913 4.7734
C 0.199 4.846 3.798 1.6635 4.0838 0.9290
C -0.698 4.801 2.527 -1.3895 -6.4581 1.9405
C -1.302 6.085 2.122 -1.8511 -1.1903 0.9076
O -1.012 3.567 2.133 1.5902 6.6096 1.0886
H 1.286 5.224 3.656 -1.6835 0.2988 -0.7133
H 0.517 3.904 4.012 -0.1624 -3.0644 1.1872
H -0.035 5.523 4.835 -0.2161 -1.9966 -3.1585
H -1.075 6.178 1.102 -0.3793 0.8134 -1.5505
H -0.867 6.792 2.742 1.3869 1.7440 0.5607
H -2.382 6.222 2.467 1.0379 -0.8736 -1.1910